Computed, not measured: one molecule with the formula C5H4FNS at a distorted geometry, with ωB97M-V/def2-TZVPD.

ORCA input file:
```
! wB97M-V def2-TZVPD RIJCOSX def2/J DEFGRID3
* xyz 0 1
C 1.82 -1.81 -0.05
C 1.05 -0.87 -0.01
C 0.33 0.41 0.03
N 1.09 1.54 0.04
C -1.01 0.50 0.01
F -1.48 1.77 -0.01
C -1.94 -0.61 0.12
S -3.57 -0.50 -0.04
H 2.43 -2.68 0.03
H 2.06 1.42 -0.12
H 0.63 2.42 -0.15
H -1.41 -1.59 0.16
*
```

**E_HOMO**: -8.415 eV
**SMILES string**: C#C/C(N)=C(/F)C=S
**Frontier orbital gap**: 7.8 eV
**E**: -20289.7352 eV

Computed, not measured: C5H4FeNO5 as an isolated structure at a distorted geometry, with ωB97M-V/def2-TZVPD.

ORCA input file:
```
! wB97M-V def2-TZVPD RIJCOSX def2/J DEFGRID3
* xyz 2 6
O -0.11 6.39 0.08
C 0.05 5.45 0.71
Fe 0.46 0.47 0.21
C 0.46 -2.52 -1.50
O 0.87 -3.67 -1.57
C -0.81 -1.96 -2.09
O -1.56 -2.33 -2.96
C 1.32 -1.42 -0.80
O 2.51 -1.40 -0.75
C -1.17 -0.74 -1.11
O -2.28 -0.49 -0.75
H 1.42 1.56 0.70
N -0.20 0.22 2.20
H 0.49 -0.31 2.73
H -1.07 -0.33 2.19
H -0.38 1.08 2.72
*
```

**E_HOMO (alpha / beta)**: -18.154 / -18.151 eV
**Frontier orbital gap (alpha / beta)**: 6.0 / 5.5 eV
**<S²>**: 9.227
**E**: -51337.4840 eV

Computed, not measured: C5H4I2 as an isolated structure at a distorted geometry, with ωB97M-V/def2-TZVPD.

ORCA input file:
```
! wB97M-V def2-TZVPD RIJCOSX def2/J DEFGRID3
* xyz 0 1
C 0.84 -1.57 -0.19
C 2.20 -1.37 -0.53
C -0.16 1.45 0.62
C -0.81 2.32 0.15
C -0.38 -1.52 0.08
I -3.46 1.43 0.20
I -2.25 -2.19 0.17
H 2.16 -1.02 -1.56
H 2.90 -1.39 0.25
H 0.21 0.81 1.34
H -1.26 3.06 -0.54
*
```

**E_HOMO (alpha / beta)**: -9.106 / -8.152 eV
**Frontier orbital gap (alpha / beta)**: 7.9 / 5.7 eV
**E**: -21443.9503 eV

Computed, not measured: a 2-piece molecular cluster, C5H4I2OS overall at a distorted geometry, with ωB97M-V/def2-TZVPD.

ORCA input file:
```
! wB97M-V def2-TZVPD RIJCOSX def2/J DEFGRID3
* xyz 0 1
O -2.27 0.72 -0.46
C -1.20 1.19 -0.22
I -1.07 3.29 0.29
C -0.03 0.44 -0.10
C 1.27 0.87 0.18
C 2.22 -0.14 0.23
C 1.73 -1.34 -0.16
S 0.06 -1.26 -0.50
H 1.42 1.77 0.58
H 3.25 -0.09 0.37
H 2.40 -2.19 -0.27
I -3.69 -2.36 -0.29
H -4.10 -0.91 0.36
*
```

**E_HOMO**: -9.561 eV
**SMILES string**: O=C(I)c1cccs1.I
**Frontier orbital gap**: 8.9 eV
**E**: -34332.9460 eV